Below is a molecular structure, C3H6N2O3 in a non-equilibrium geometry, with properties calculated with ωB97M-V/def2-TZVPD.

```
! wB97M-V def2-TZVPD RIJCOSX def2/J DEFGRID3
* xyz 0 1
O 4.303 -0.444 0.195
O 3.311 1.521 0.184
O 2.367 -1.787 -0.121
N 3.460 0.330 0.036
N 1.960 -0.618 -0.081
C 0.419 1.294 -0.099
C 0.748 -0.189 -0.093
C -0.243 -1.293 0.056
H 0.056 -2.138 -0.384
H 1.406 1.794 0.189
H 0.060 1.463 -1.129
H -0.328 1.457 0.574
H -1.150 -1.000 -0.296
H -0.319 -1.529 1.196
*
```

The value obtained for the total energy is -12324.2939 eV. The energy above the lowest of the compared OMol25 structures with the same formula, charge and spin comes out at 7.934 eV. Its HOMO-LUMO gap is 8.93 eV.

Results of the natural (NBO) charge analysis, in e, for atoms 1 through 5: O -0.224; O -0.360; O -0.449; N 0.603; N 0.107

Below is 5 unconnected molecules or ions with the total composition C6H19NO5 in a non-equilibrium geometry, with properties calculated with ωB97M-V/def2-TZVPD.

```
! wB97M-V def2-TZVPD RIJCOSX def2/J DEFGRID3
* xyz 0 1
O 1.769 -1.074 -1.805
O 3.029 -1.595 1.896
O -0.481 -2.411 -2.774
O -1.629 -2.120 0.059
O -1.950 3.355 -2.170
N 0.305 0.452 1.638
C -0.913 -0.049 1.038
C -1.254 1.005 -0.068
C 0.128 1.106 2.927
C -0.719 -1.375 0.322
C 1.085 1.147 0.625
C 0.058 1.789 -0.329
H -0.906 -2.978 -2.121
H 0.298 -1.582 -0.053
H -0.172 2.834 -0.152
H -0.830 1.621 3.046
H -1.230 2.945 -2.653
H 2.975 -2.400 1.361
H -1.526 0.512 -0.996
H 1.573 -0.309 -2.352
H 2.237 -1.143 1.570
H 1.566 -1.845 -2.349
H 0.940 1.822 3.053
H 1.799 1.779 1.148
H -0.823 -1.519 -2.717
H -2.307 2.702 -1.566
H 0.375 1.630 -1.355
H 1.699 0.433 0.083
H -1.685 -0.192 1.791
H 0.280 0.393 3.742
H -2.116 1.600 0.218
*
```

The value obtained for the total energy is -18256.8290 eV. The energy above the lowest of the compared OMol25 structures with the same formula, charge and spin comes out at 1.589 eV. Its structure (SMILES) is CN1CCC[C@H]1C=O.O.O.O.O. Its HOMO-LUMO gap is 9.02 eV.

Results of the natural (NBO) charge analysis, in e, for atoms 1 through 5: O -0.960; O -0.936; O -0.966; O -0.555; O -0.933

Below is a molecular structure, C35H37BrCaP2 in a non-equilibrium geometry, with properties calculated with ωB97M-V/def2-TZVPD.

```
! wB97M-V def2-TZVPD RIJCOSX def2/J DEFGRID3
* xyz 0 1
Br -2.269 0.445 2.210
Ca -0.264 0.191 0.443
P -1.603 -0.603 -1.967
P 1.591 -0.005 -1.796
C 2.447 2.027 -3.578
C -3.585 -3.668 -0.142
C -3.635 -4.111 -2.537
C 0.356 1.983 -7.938
C -3.244 3.138 -2.355
C 3.110 4.232 -2.838
C 4.092 -3.082 -0.802
C -5.064 1.548 -2.599
C -3.972 -4.471 -1.222
C -2.879 -2.491 -0.368
C -1.919 -0.428 -7.052
C 4.392 -0.522 -1.899
C -0.989 1.465 -8.497
C 1.201 -0.351 -7.341
C 1.725 0.571 1.680
C -4.603 2.869 -2.578
C -1.902 0.842 -7.475
C 0.283 -1.184 -8.194
C 2.848 3.873 -1.511
C -4.171 0.492 -2.417
C 3.110 -1.012 -1.588
C -2.898 -2.949 -2.770
C 5.512 -1.320 -1.668
C 2.968 -2.297 -1.041
C -0.533 -0.785 -3.386
C 0.817 -0.592 -3.310
C -2.798 0.755 -2.249
C 5.369 -2.598 -1.121
C -1.060 -1.566 -7.530
C -2.343 2.090 -2.190
C -2.535 -2.132 -1.692
C 2.191 1.665 -2.249
C 2.912 3.309 -3.873
C 1.223 0.985 -7.226
C 2.382 2.595 -1.211
H -2.667 1.528 -7.089
H 4.503 0.483 -2.302
H -0.796 0.797 -9.343
H -3.844 -3.961 0.878
H 6.501 -0.936 -1.913
H -2.611 -2.659 -3.783
H -2.704 -0.728 -6.347
H -4.540 -5.389 -1.045
H 2.189 2.296 -0.178
H 0.083 -0.717 -9.165
H 1.478 -0.794 -4.160
H -1.625 -2.178 -8.255
H -2.626 -1.836 0.471
H 3.127 3.579 -4.905
H -5.307 3.690 -2.717
H 3.980 -4.073 -0.365
H 3.473 5.236 -3.072
H 1.974 -2.675 -0.785
H -1.283 2.310 -2.013
H -4.527 -0.538 -2.397
H 0.807 -2.127 -8.414
H -0.857 -2.230 -6.675
H -1.514 2.338 -8.914
H 0.917 2.426 -8.780
H 1.540 1.538 2.183
H -2.894 4.171 -2.305
H -1.053 -1.042 -4.313
H 1.971 -0.931 -6.817
H -6.124 1.335 -2.744
H 6.250 -3.218 -0.944
H -3.943 -4.733 -3.374
H 0.154 2.817 -7.248
H 2.285 1.304 -4.379
H 1.647 -0.215 2.452
H 3.016 4.590 -0.706
H 2.751 0.568 1.297
H 2.014 1.443 -6.623
*
```

The value obtained for the total energy is -143953.5495 eV. The energy above the lowest of the compared OMol25 structures with the same formula, charge and spin comes out at 0.000 eV. Its HOMO-LUMO gap is 6.81 eV.

Results of the Löwdin charge analysis, in e, for atoms 1 through 5: Br -0.311; Ca 0.702; P 0.917; P 0.937; C -0.095

Below is 10 unconnected molecules or ions with the total composition C40H110N10O10 in a non-equilibrium geometry, with properties calculated with ωB97M-V/def2-TZVPD.

```
! wB97M-V def2-TZVPD RIJCOSX def2/J DEFGRID3
* xyz 0 1
O 14.261 -1.000 4.083
O 0.820 0.653 1.175
O -3.959 -2.572 12.049
O 9.084 3.595 -5.204
O -10.147 0.215 1.105
O -1.031 7.423 -4.232
O -0.689 9.979 4.711
O -2.341 -2.024 -9.055
O 1.823 -7.413 5.166
O -7.435 -6.761 -4.462
N -11.376 -2.876 -0.672
N 1.623 7.061 -5.571
N -6.559 -2.270 10.274
N 1.700 -9.132 7.657
N -2.713 1.762 1.280
N 8.735 5.261 -8.415
N -9.085 -8.568 -5.758
N 17.091 -2.151 4.530
N 0.501 -4.355 -8.194
N -0.465 12.679 3.142
C -1.300 -2.990 -9.197
C -10.171 -1.078 0.517
C 8.650 4.647 -6.041
C -2.827 12.235 2.684
C -7.365 -7.062 -5.810
C -4.575 -1.805 9.060
C 1.121 -7.824 7.626
C 0.411 -2.092 -7.351
C -0.543 6.217 -4.953
C -11.559 -1.569 -0.037
C -7.721 -8.495 -6.166
C 17.756 0.142 4.797
C -1.554 11.875 3.568
C 13.094 -0.445 3.412
C -0.278 8.564 4.882
C -6.653 -7.561 -3.646
C 2.029 -6.865 8.444
C -12.633 -1.723 1.118
C 16.539 -0.811 4.762
C -1.312 10.361 3.566
C -4.474 -3.528 11.050
C 2.038 1.118 0.638
C 8.508 2.341 -5.485
C -0.194 1.640 0.900
C -10.551 1.346 0.317
C -7.735 -8.871 -7.663
C 0.729 -7.423 6.137
C 0.724 5.393 -6.989
C -3.113 -3.141 13.060
C -2.274 7.281 -3.623
C -5.296 -2.875 9.892
C -1.831 -0.408 0.362
C 15.444 -0.338 3.697
C -1.552 0.883 1.237
C -0.458 -3.239 -7.941
C 9.216 4.307 -7.451
C 0.394 6.655 -6.196
C -3.196 -1.960 -10.258
C 10.726 4.309 -7.348
C 1.888 -6.262 4.384
H 18.564 -0.213 5.438
H 13.134 -0.354 2.327
H 17.697 -2.498 5.260
H 15.758 -0.541 2.673
H -2.606 -2.152 -11.154
H -5.058 -4.304 11.545
H 8.524 1.718 -4.591
H 9.132 6.069 -7.957
H 0.420 12.388 3.533
H 18.178 0.274 3.801
H -3.952 -2.720 -10.060
H 11.170 5.229 -6.967
H -2.005 -0.221 -0.698
H -3.603 11.528 2.978
H 7.462 2.379 -5.788
H -1.449 0.522 2.260
H -1.283 -3.437 -7.257
H -3.673 -4.018 10.497
H -2.164 -2.626 13.207
H 8.975 5.671 -5.859
H -2.724 12.001 1.624
H 2.856 -6.581 7.794
H -8.471 -8.385 -8.304
H 0.037 7.442 -6.860
H 2.851 -6.083 3.907
H 1.088 -2.430 -6.566
H 1.667 6.285 -4.925
H -12.068 -0.770 -0.576
H -6.520 -7.315 -2.593
H -2.968 7.380 -4.457
H 0.212 -6.467 6.213
H 1.119 -6.239 3.612
H -9.241 -7.991 -4.944
H -7.023 -9.096 -5.583
H 1.131 5.597 -7.979
H -6.987 -1.675 9.579
H -4.038 -0.976 9.520
H 2.472 -7.407 9.280
H 0.941 -4.702 -7.354
H 1.551 7.863 -4.961
H 8.904 3.365 -7.900
H 1.813 0.936 -0.413
H 2.498 -8.917 7.077
H 0.522 8.262 4.207
H -6.804 -8.633 -3.524
H -3.177 13.267 2.674
H -0.043 8.569 5.947
H -0.065 -8.095 5.810
H 7.735 5.390 -8.362
H -1.378 5.570 -5.223
H 2.229 2.140 0.963
H -11.047 -3.558 -0.004
H -9.490 -1.199 -0.326
H -0.061 5.590 -4.203
H -9.533 -7.931 -6.402
H -6.785 -8.541 -8.082
H -3.597 -3.244 14.031
H -10.158 1.434 -0.696
H 15.411 0.752 3.711
H -7.841 -9.925 -7.920
H 12.311 -1.174 3.620
H -11.625 1.377 0.132
H -10.597 -2.770 -1.306
H -6.276 -1.639 11.010
H -12.977 -0.774 1.529
H -2.762 -0.839 0.731
H -8.035 -6.392 -6.348
H 16.353 -2.840 4.521
H 1.300 -4.025 -8.715
H 11.097 3.405 -6.865
H -3.703 -1.000 -10.354
H 1.405 -6.046 8.803
H -1.131 7.888 4.826
H -2.206 9.795 3.304
H 11.043 4.033 -8.354
H -1.865 -3.912 -9.332
H -10.329 2.266 0.858
H -0.163 1.959 -0.142
H -2.454 6.370 -3.052
H 1.161 -9.751 7.067
H -2.413 8.058 -2.871
H -5.629 -3.704 9.268
H -3.623 1.326 1.326
H -1.111 -1.217 0.482
H -0.049 2.578 1.436
H -0.136 -1.239 -6.949
H 1.063 -1.722 -8.142
H -0.603 13.618 3.487
H -9.756 -1.776 1.244
H 1.863 -5.376 5.019
H -0.656 10.129 2.728
H -2.910 -4.188 12.831
H -3.897 -2.235 8.323
H 1.601 4.847 -6.640
H -5.600 -7.467 -3.910
H 7.580 4.439 -6.050
H -13.427 -2.386 0.773
H -1.879 12.266 4.532
H 12.779 0.536 3.771
H -0.825 -2.886 -10.173
H -0.109 4.690 -6.999
H -12.325 -2.275 2.006
H 16.131 -0.773 5.773
H 0.217 -8.040 8.196
H -6.360 -6.792 -6.132
H 2.943 0.588 0.936
H -2.630 2.479 1.986
H 8.958 1.953 -6.398
H -5.328 -1.283 8.469
H 17.404 1.091 5.201
*
```

The value obtained for the total energy is -78626.4594 eV. The energy above the lowest of the compared OMol25 structures with the same formula, charge and spin comes out at 9.308 eV. Its structure (SMILES) is COC[C@H](C)N.COC[C@H](C)N.COC[C@H](C)N.COC[C@H](C)N.COC[C@H](C)N.COC[C@H](C)N.COC[C@H](C)N.COC[C@H](C)N.COC[C@H](C)N.COC[C@H](C)N. Its HOMO-LUMO gap is 9.43 eV.

Results of the Löwdin charge analysis, in e, for atoms 1 through 5: O -0.185; O -0.208; O -0.195; O -0.203; O -0.179

Below is 5 unconnected molecules or ions with the total composition C30H25N5O10 in a non-equilibrium geometry, with properties calculated with ωB97M-V/def2-TZVPD.

```
! wB97M-V def2-TZVPD RIJCOSX def2/J DEFGRID3
* xyz 0 1
O -17.628 28.276 -3.966
O -21.828 30.317 -8.705
O -20.919 23.897 -7.115
O -22.535 23.191 -8.346
O -25.004 31.428 -17.219
O -16.023 27.588 -2.707
O -20.368 30.580 -10.267
O -25.721 26.033 -12.919
O -24.913 24.416 -11.746
O -26.572 31.370 -15.730
N -25.217 24.928 -12.806
N -25.456 31.104 -16.134
N -17.092 27.439 -3.275
N -21.638 23.970 -8.096
N -21.481 30.717 -9.798
C -17.252 25.225 -2.234
C -22.957 28.869 -13.580
C -24.987 30.074 -13.954
C -18.875 23.639 -3.012
C -23.365 29.859 -15.738
C -18.844 25.875 -3.904
C -22.570 29.120 -14.892
C -23.121 32.282 -12.742
C -24.571 30.341 -15.245
C -24.537 24.126 -16.371
C -22.227 31.537 -11.993
C -21.947 26.186 -11.076
C -24.904 22.806 -13.971
C -22.182 25.156 -10.185
C -20.392 27.160 -9.509
C -24.841 24.846 -15.240
C -23.638 31.842 -10.073
C -24.436 22.730 -16.332
C -24.301 32.772 -12.174
C -24.606 22.084 -15.119
C -24.951 24.181 -14.027
C -24.166 29.365 -13.101
C -21.417 25.067 -9.047
C -20.498 26.048 -8.707
C -17.767 26.159 -3.100
C -24.561 32.561 -10.831
C -22.459 31.399 -10.638
C -21.064 27.188 -10.727
C -19.436 24.618 -3.832
C -17.818 23.961 -2.174
H -21.675 28.670 -15.306
H -23.105 30.092 -16.760
H -25.036 25.905 -15.347
H -17.359 23.189 -1.571
H -24.506 21.007 -15.075
H -25.487 32.866 -10.366
H -19.834 28.040 -9.218
H -24.248 22.224 -17.269
H -24.503 24.644 -17.321
H -20.160 24.305 -4.574
H -24.493 29.144 -12.095
H -19.935 25.959 -7.790
H -25.947 30.431 -13.607
H -25.001 33.329 -12.785
H -22.316 28.302 -12.919
H -19.214 22.619 -3.150
H -22.936 32.480 -13.789
H -21.362 31.131 -12.498
H -16.452 25.499 -1.561
H -20.898 28.060 -11.354
H -22.417 26.140 -12.049
H -19.157 26.507 -4.723
H -25.112 22.238 -13.074
H -23.819 31.770 -9.007
H -22.957 24.441 -10.414
*
```

The value obtained for the total energy is -59427.0373 eV. The energy above the lowest of the compared OMol25 structures with the same formula, charge and spin comes out at 0.598 eV. Its structure (SMILES) is O=[N+]([O-])c1ccccc1.O=[N+]([O-])c1ccccc1.O=[N+]([O-])c1ccccc1.O=[N+]([O-])c1ccccc1.O=[N+]([O-])c1ccccc1. Its HOMO-LUMO gap is 9.06 eV.

Results of the natural (NBO) charge analysis, in e, for atoms 1 through 5: O -0.370; O -0.365; O -0.396; O -0.367; O -0.376

Below is 2 unconnected molecules or ions with the total composition CH3ClO3S in a non-equilibrium geometry, with properties calculated with ωB97M-V/def2-TZVPD.

```
! wB97M-V def2-TZVPD RIJCOSX def2/J DEFGRID3
* xyz 0 1
Cl -1.560 1.619 0.151
S -2.412 -0.280 -0.423
O -1.240 -1.196 0.196
O 1.314 -0.247 -0.469
O -3.541 -0.475 0.418
C 2.271 0.339 -0.053
H 2.886 0.969 -0.710
H 2.613 0.270 0.989
H -0.332 -0.999 -0.099
*
```

The value obtained for the total energy is -30584.6547 eV. The energy above the lowest of the compared OMol25 structures with the same formula, charge and spin comes out at 0.000 eV. Its HOMO-LUMO gap is 10.34 eV.

Results of the natural (NBO) charge analysis, in e, for atoms 1 through 5: Cl -0.366; S 1.585; O -0.907; O -0.542; O -0.867

Below is a molecular structure, C32H28F3FeN3O2SbTe in a non-equilibrium geometry, with properties calculated with ωB97M-V/def2-TZVPD.

```
! wB97M-V def2-TZVPD RIJCOSX def2/J DEFGRID3
* xyz 1 5
Te 1.457 0.397 -4.334
Sb 2.002 -1.061 3.664
Fe 0.001 0.459 2.942
F -4.042 3.425 3.263
F -5.883 3.651 2.191
F -4.555 5.441 2.372
O -4.317 4.318 -0.159
O -2.897 2.858 0.988
N 1.230 1.664 2.177
N -0.593 0.360 4.768
N -0.800 -0.768 1.680
C -0.769 -0.113 -6.375
C -2.830 1.235 4.928
C -0.596 -0.964 7.209
C 0.458 -0.646 -5.981
C 1.028 -1.728 -6.746
C 2.694 3.007 0.817
C -0.187 -2.864 0.131
C 2.518 -3.699 -3.197
C 0.322 3.704 1.030
C 3.798 -3.670 -2.773
C 1.793 -2.609 -3.584
C -4.591 4.060 2.180
C -2.979 -0.377 0.493
C 0.538 -0.258 5.178
C 3.567 1.118 2.005
C 0.573 -0.842 6.450
C -1.316 -0.434 -7.558
C 0.356 -1.324 1.929
C 2.462 -1.373 -3.721
C 2.235 0.819 2.430
C 4.434 -2.437 -2.892
C -0.719 -1.422 -8.360
C 3.770 2.228 1.150
C 3.766 -1.287 -3.337
C -3.857 3.737 0.892
C 1.379 2.710 1.255
C -1.713 -0.240 6.773
C -1.682 -1.139 0.717
C 0.431 -2.071 -7.943
C -1.301 -2.075 -0.233
C -1.697 0.387 5.524
C 0.705 -2.433 1.149
H -0.298 3.601 0.121
H 4.303 -0.272 -3.227
H -3.092 0.567 0.998
H -0.333 3.686 1.920
H 4.389 0.374 2.135
H -2.414 2.115 4.510
H -3.443 1.514 5.822
H 2.877 3.890 0.146
H 0.761 -2.680 -3.808
H -3.086 -0.194 -0.594
H -0.668 -1.553 8.148
H -3.420 0.706 4.156
H 0.713 4.696 1.004
H -1.213 0.627 -5.714
H -0.211 -3.869 -0.353
H 1.982 -2.158 -6.328
H -2.563 -0.085 7.523
H -1.830 -2.124 -1.176
H 1.721 -2.841 1.226
H 0.906 -2.761 -8.588
H 4.819 2.576 0.897
H -3.901 -0.981 0.705
H -2.330 0.017 -7.843
H 1.532 -1.226 6.774
H -1.234 -1.823 -9.234
H 5.423 -2.359 -2.479
H 2.058 -4.667 -3.343
H 4.360 -4.520 -2.489
*
```

The value obtained for the total energy is -98561.7020 eV. The energy above the lowest of the compared OMol25 structures with the same formula, charge and spin comes out at 4.648 eV. Its HOMO-LUMO gap (alpha / beta) is 4.82 / 4.59 eV.

Results of the Löwdin charge analysis, in e, for atoms 1 through 5: Te 1.257; Sb 1.605; Fe 0.665; F 0.071; F 0.128

Below is a molecular structure, C5H13N in a non-equilibrium geometry, with properties calculated with ωB97M-V/def2-TZVPD.

```
! wB97M-V def2-TZVPD RIJCOSX def2/J DEFGRID3
* xyz 0 1
N -1.142 -0.268 0.007
C 0.352 0.192 -0.379
C -1.468 -0.908 1.289
C 1.343 -0.481 0.561
C 0.418 1.710 -0.279
C 0.338 -0.403 -1.763
H 1.194 -0.189 1.604
H 0.221 2.063 0.738
H -1.746 0.540 -0.138
H 1.243 -0.957 -2.002
H -1.194 -0.277 2.141
H 2.348 -0.185 0.261
H 1.284 -1.567 0.487
H -0.297 2.177 -0.959
H -0.966 -0.866 -1.142
H 0.135 0.328 -2.545
H -0.935 -1.853 1.357
H 1.413 2.045 -0.572
H -2.540 -1.102 1.335
*
```

The value obtained for the total energy is -6883.0940 eV. The energy above the lowest of the compared OMol25 structures with the same formula, charge and spin comes out at 3.103 eV. Its HOMO-LUMO gap is 8.07 eV.

Results of the natural (NBO) charge analysis, in e, for atoms 1 through 5: N -0.661; C 0.147; C -0.417; C -0.634; C -0.628

What is the total energy in the sixth record? -30584.6547 eV